1.
ORCA calculation (the ωB97M-V functional and the def2-TZVPD basis) on the molecule C22H20N2O4 in a non-equilibrium geometry.

CARTESIAN COORDINATES (ANGSTROEM)
O -0.494 3.333 1.016
C -0.859 2.818 -0.025
N -1.557 1.657 -0.031
C -2.188 1.025 -1.161
H -3.259 0.917 -0.948
C -1.562 -0.349 -1.404
N -1.310 -1.006 -0.132
C -0.519 -2.105 -0.150
O -0.099 -2.565 -1.195
C -0.211 -2.726 1.179
C -0.697 -3.999 1.447
C -0.431 -4.621 2.653
C 0.338 -3.972 3.605
C 0.856 -2.718 3.342
C 0.597 -2.090 2.128
O 1.091 -0.823 1.961
C 1.726 -0.475 0.790
C 2.335 -1.401 -0.047
C 2.974 -0.965 -1.194
C 3.032 0.384 -1.499
C 2.463 1.306 -0.636
C 1.812 0.884 0.507
H 1.379 1.599 1.188
H 2.522 2.363 -0.851
H 3.530 0.716 -2.397
H 3.432 -1.691 -1.848
H 2.306 -2.453 0.190
H 1.469 -2.203 4.065
H 0.548 -4.449 4.551
H -0.822 -5.608 2.849
H -1.296 -4.492 0.696
C -2.057 -0.507 0.995
H -1.808 -1.085 1.886
C -1.744 0.973 1.237
H -2.556 1.439 1.809
H -0.823 1.085 1.814
H -3.129 -0.641 0.797
H -0.600 -0.261 -1.917
H -2.218 -0.966 -2.029
H -2.080 1.649 -2.046
C -0.523 3.415 -1.342
C 0.046 2.885 -2.472
C 0.292 3.975 -3.337
C -0.141 5.082 -2.671
O -0.622 4.754 -1.468
H -0.162 6.118 -2.944
H 0.730 3.935 -4.313
H 0.291 1.858 -2.650

The frontier orbital gap is 9.19 eV. The value obtained for the energy above the lowest of the compared OMol25 structures with the same formula, charge and spin is 38.4 kcal/mol. The molar mass comes out at 376.4 g/mol. Its HOMO energy is -8.533 eV. As for the net charge: 0.

2.
ORCA calculation (the ωB97M-V functional and the def2-TZVPD basis) on the ion BrHNO2S with charge -1 in a non-equilibrium geometry.

CARTESIAN COORDINATES (ANGSTROEM)
N -0.425 -0.810 0.392
O -1.324 -0.550 -0.830
O 1.197 0.690 -0.808
S -0.170 0.686 -0.267
Br 0.480 1.278 1.713
H 0.241 -1.293 -0.199

The frontier orbital gap is 7.67 eV. The value obtained for the energy above the lowest of the compared OMol25 structures with the same formula, charge and spin is 61.1 kcal/mol. The molar mass comes out at 159.0 g/mol. Its HOMO energy is -3.754 eV. As for the net charge: -1.

3.
ORCA calculation (the ωB97M-V functional and the def2-TZVPD basis) on a cluster of 10 separate species, C30H54O30 in total in a non-equilibrium geometry.

CARTESIAN COORDINATES (ANGSTROEM)
C 12.674 3.907 15.958
C 12.289 4.589 17.281
O 12.006 3.501 18.108
C 12.370 2.372 17.587
O 12.103 1.315 18.106
O 12.733 2.565 16.340
H 13.621 4.285 15.575
H 11.917 4.053 15.187
H 11.398 5.197 17.118
H 13.045 5.177 17.801
C 19.986 3.623 10.598
C 20.535 2.954 9.353
O 20.739 1.569 9.828
C 20.178 1.360 11.070
O 19.857 0.279 11.533
O 19.592 2.543 11.482
H 18.994 4.038 10.418
H 20.706 4.352 10.967
H 21.554 3.238 9.090
H 19.873 2.799 8.502
C 21.217 0.061 14.660
C 20.945 1.547 14.974
O 20.129 1.554 16.085
C 20.227 0.411 16.684
O 19.820 0.230 17.766
O 20.665 -0.529 15.787
H 22.277 -0.150 14.517
H 20.604 -0.330 13.848
H 20.489 1.945 14.067
H 21.827 2.177 15.088
C 18.637 8.893 11.682
O 17.718 9.820 11.019
C 18.031 11.071 10.571
O 19.113 11.608 10.852
O 17.052 11.553 9.808
C 17.231 12.902 9.235
H 18.152 8.465 12.559
H 19.582 9.342 11.989
H 18.778 7.965 11.127
H 17.862 12.875 8.347
H 17.713 13.597 9.924
H 16.309 13.255 8.772
C 17.052 0.793 13.417
O 17.412 2.084 13.091
C 16.462 2.960 12.754
O 15.251 2.786 12.707
O 17.023 4.104 12.574
C 16.471 5.316 13.017
H 17.956 0.197 13.291
H 16.397 0.273 12.718
H 16.509 0.668 14.354
H 15.604 5.240 13.674
H 16.140 5.746 12.072
H 17.214 5.961 13.487
C 18.123 -3.319 13.305
O 19.434 -3.157 12.949
C 20.178 -4.262 13.123
O 19.968 -5.146 13.975
O 21.178 -4.209 12.250
C 22.170 -5.204 12.158
H 18.074 -3.736 14.311
H 17.576 -3.894 12.557
H 17.704 -2.316 13.232
H 21.982 -5.904 11.345
H 22.288 -5.764 13.086
H 23.127 -4.891 11.741
C 9.863 -2.471 13.443
O 10.757 -1.653 12.692
C 11.232 -0.538 13.235
O 11.060 -0.197 14.442
O 11.929 0.063 12.361
C 12.689 1.216 12.851
H 10.171 -2.404 14.487
H 9.819 -3.539 13.230
H 8.821 -2.156 13.502
H 13.209 1.670 12.007
H 13.318 0.980 13.710
H 11.968 1.946 13.218
C 14.006 -2.358 14.177
O 15.115 -2.318 15.067
C 15.029 -1.274 16.072
O 13.937 -0.679 16.326
O 16.300 -1.041 16.515
C 16.486 -0.388 17.710
H 14.008 -1.488 13.520
H 13.036 -2.497 14.652
H 14.030 -3.264 13.572
H 16.203 0.650 17.532
H 17.523 -0.296 18.032
H 15.884 -0.745 18.545
C 13.006 5.319 12.107
O 12.836 5.710 13.493
C 13.314 6.913 13.849
O 14.146 7.589 13.224
O 12.907 7.153 15.109
C 13.566 8.133 15.973
H 13.313 4.274 12.052
H 13.520 5.907 11.348
H 12.007 5.307 11.670
H 12.988 9.056 15.931
H 14.570 8.386 15.632
H 13.766 7.750 16.973
C 11.774 -1.488 8.347
O 12.781 -0.975 9.188
C 13.615 -0.180 8.633
O 13.769 0.051 7.413
O 14.141 0.537 9.632
C 15.037 1.591 9.335
H 10.825 -0.997 8.562
H 11.570 -2.529 8.598
H 11.834 -1.366 7.266
H 15.957 1.286 8.837
H 15.381 2.028 10.272
H 14.717 2.391 8.668

The frontier orbital gap (alpha / beta) is 1.93 / 10.57 eV. The molar mass comes out at 894.7 g/mol. Its spin multiplicity is 2. Its HOMO energy (alpha / beta) is 0.154 / -8.531 eV. Its expectation value of S² is 0.750. As for the net charge: -1.

4.
ORCA calculation (the ωB97M-V functional and the def2-TZVPD basis) on a cluster of 5 separate species, C31H50N2O14S5 in total in a non-equilibrium geometry.

CARTESIAN COORDINATES (ANGSTROEM)
C 3.210 -3.943 0.839
C 2.988 -4.621 -0.375
C 2.490 -3.727 -1.598
C 1.119 -3.112 -1.125
C -0.164 -3.780 -1.326
C -1.441 -3.207 -0.837
C -1.391 -1.928 -0.133
C -0.137 -1.192 0.061
N 0.029 0.097 0.707
C 0.023 0.044 2.174
C -0.920 -0.816 3.064
O 0.846 0.738 2.732
C -0.814 1.135 0.164
C -0.781 1.644 -1.306
O -1.616 1.656 0.924
C 1.095 -1.816 -0.450
S -2.967 -1.262 0.500
C -3.940 -2.772 0.754
C -5.031 -2.860 1.732
C -5.852 -4.055 1.914
C -5.537 -5.209 1.067
C -4.449 -5.140 0.093
C -3.629 -3.923 -0.088
N -2.620 -3.984 -1.113
H 2.497 -3.985 1.708
H 4.113 -3.284 0.990
H 3.125 -5.733 -0.480
H 3.195 -2.872 -1.764
H 2.372 -4.409 -2.475
H -0.189 -4.766 -1.862
H -1.964 -0.433 2.966
H -0.807 -1.908 2.849
H -0.603 -0.661 4.134
H -1.058 2.735 -1.302
H -1.622 1.130 -1.856
H 0.197 1.517 -1.831
H 2.075 -1.286 -0.321
H -5.222 -1.927 2.322
H -6.679 -4.024 2.652
H -6.173 -6.122 1.176
H -4.276 -6.065 -0.517
H -2.388 -4.949 -1.352
O 3.936 5.624 0.560
S 3.927 5.517 1.990
O 5.086 5.095 2.720
O 2.675 4.614 2.420
C 2.580 3.292 1.862
C 3.595 2.344 2.475
C 3.369 7.042 2.687
H 2.680 3.330 0.774
H 1.576 2.926 2.079
H 4.615 2.645 2.232
H 3.450 1.329 2.104
H 3.510 2.342 3.563
H 2.470 7.365 2.166
H 4.166 7.772 2.551
H 3.178 6.895 3.748
O 1.001 -3.501 4.386
S 1.848 -3.743 5.517
O 2.287 -5.064 5.859
O 1.190 -3.061 6.815
C -0.143 -3.445 7.180
C -0.191 -4.839 7.779
C 3.270 -2.703 5.404
H -0.812 -3.360 6.321
H -0.483 -2.725 7.926
H 0.090 -5.594 7.044
H -1.196 -5.074 8.131
H 0.509 -4.923 8.612
H 2.953 -1.687 5.176
H 3.894 -3.092 4.600
H 3.813 -2.744 6.346
O -1.090 4.604 -3.957
S 0.004 5.140 -4.718
O 1.148 4.344 -5.052
O 0.499 6.498 -4.022
C 0.899 6.418 -2.645
C 2.235 5.722 -2.479
C -0.625 5.849 -6.208
H 0.121 5.928 -2.054
H 0.981 7.443 -2.280
H 2.176 4.676 -2.783
H 2.559 5.749 -1.438
H 2.996 6.197 -3.102
H -1.476 6.483 -5.971
H -0.935 5.028 -6.854
H 0.168 6.418 -6.690
O -1.251 -1.781 -5.748
S -2.522 -1.125 -5.845
O -3.103 -0.796 -7.114
O -2.501 0.192 -4.925
C -1.486 1.177 -5.170
C -1.745 1.966 -6.440
C -3.714 -2.036 -4.912
H -0.499 0.708 -5.190
H -1.501 1.860 -4.319
H -1.684 1.331 -7.324
H -1.011 2.765 -6.552
H -2.747 2.401 -6.425
H -3.302 -2.266 -3.932
H -3.922 -2.954 -5.460
H -4.623 -1.443 -4.827

The frontier orbital gap is 7.25 eV. The molar mass comes out at 835.1 g/mol. Its HOMO energy is -7.631 eV. As for the net charge: 0.

5.
ORCA calculation (the ωB97M-V functional and the def2-TZVPD basis) on a cluster of 7 separate species, C44H101IN3O20S6 in total in a non-equilibrium geometry.

CARTESIAN COORDINATES (ANGSTROEM)
C -1.117 6.762 4.736
C -1.424 6.292 6.214
C -0.977 4.814 6.551
C -1.142 3.773 5.373
C -2.616 3.169 5.260
C -2.702 2.068 4.102
C -2.115 0.664 4.574
C -1.372 -0.123 3.401
C -0.441 -1.286 3.954
C 0.967 -0.690 4.458
C 2.137 -1.719 4.166
C 3.496 -0.979 3.808
C 3.963 -1.221 2.307
C 3.249 -0.228 1.288
C 2.031 -1.053 0.645
C 1.569 -0.448 -0.760
N 0.068 -0.383 -0.747
C -0.615 -1.574 -1.188
N -0.104 -2.725 -1.521
I -1.384 -4.225 -2.127
N -2.036 -1.167 -1.138
C -1.942 0.180 -1.815
C -0.509 0.811 -1.407
O 0.080 1.035 -2.690
O -0.906 1.922 -0.638
C 0.099 2.380 0.292
C 1.217 3.305 -0.344
C 2.594 3.153 0.460
C 0.780 4.842 -0.398
C 0.608 5.461 1.053
C -0.952 5.716 1.320
C 1.314 6.892 1.186
H -1.177 7.885 4.660
H -1.924 6.313 4.078
H -0.112 6.417 4.347
H -2.501 6.520 6.427
H -0.823 6.972 6.896
H 0.071 4.733 6.961
H -1.650 4.457 7.394
H -0.780 4.124 4.369
H -0.488 2.882 5.642
H -2.777 2.593 6.222
H -3.411 3.955 5.172
H -2.182 2.398 3.161
H -3.795 1.906 3.868
H -2.981 -0.003 4.865
H -1.446 0.746 5.478
H -2.141 -0.628 2.732
H -0.763 0.567 2.753
H -0.233 -2.083 3.175
H -0.999 -1.792 4.792
H 1.109 0.282 3.908
H 0.853 -0.496 5.563
H 1.917 -2.455 3.348
H 2.277 -2.318 5.115
H 4.306 -1.448 4.449
H 3.471 0.110 4.095
H 3.778 -2.303 2.064
H 5.071 -1.052 2.247
H 3.973 0.139 0.516
H 2.792 0.614 1.873
H 1.132 -1.009 1.337
H 2.277 -2.145 0.533
H 1.978 0.586 -0.951
H 1.950 -1.091 -1.612
H 0.914 -2.827 -1.436
H -2.044 -0.859 -0.147
H -2.745 0.799 -1.318
H -2.098 -0.056 -2.898
H 0.244 1.985 -2.823
H 0.615 1.564 0.867
H -0.456 2.999 1.062
H 1.478 3.029 -1.414
H 3.167 4.121 0.363
H 2.431 2.859 1.535
H 3.216 2.355 -0.049
H -0.139 4.973 -1.042
H 1.615 5.429 -0.894
H 0.955 4.779 1.882
H -1.334 5.190 2.241
H -1.195 6.817 1.369
H -1.579 5.313 0.465
H 2.402 6.720 1.442
H 1.219 7.479 0.231
H 0.827 7.503 2.000
O -3.814 -6.582 -7.405
S -4.889 -6.929 -6.518
O -6.219 -6.429 -6.716
O -4.432 -6.605 -4.999
C -4.010 -5.278 -4.691
C -5.176 -4.309 -4.627
C -4.971 -8.687 -6.363
H -3.255 -4.939 -5.407
H -3.527 -5.323 -3.709
H -5.644 -4.192 -5.606
H -4.843 -3.324 -4.294
H -5.944 -4.675 -3.944
H -3.972 -9.075 -6.176
H -5.359 -9.081 -7.302
H -5.648 -8.938 -5.548
O -7.281 -5.137 -2.034
S -6.997 -6.435 -1.488
O -7.471 -7.637 -2.112
O -7.422 -6.451 0.068
C -8.774 -6.116 0.407
C -9.742 -7.231 0.053
C -5.252 -6.589 -1.246
H -9.064 -5.175 -0.068
H -8.795 -5.953 1.485
H -9.795 -7.381 -1.026
H -10.746 -6.996 0.407
H -9.419 -8.175 0.495
H -4.882 -5.698 -0.740
H -4.790 -6.684 -2.229
H -5.055 -7.483 -0.657
O -4.812 8.615 1.749
S -3.970 9.616 2.344
O -3.200 9.351 3.529
O -4.834 10.959 2.573
C -6.031 10.872 3.354
C -5.736 10.720 4.835
C -2.879 10.256 1.110
H -6.664 10.058 2.992
H -6.578 11.802 3.193
H -5.243 9.769 5.044
H -6.657 10.754 5.418
H -5.067 11.513 5.177
H -3.453 10.495 0.217
H -2.144 9.482 0.890
H -2.380 11.140 1.504
O 3.337 -1.277 -5.741
S 2.704 -2.329 -4.997
O 3.255 -2.819 -3.760
O 2.430 -3.575 -5.979
C 3.542 -4.146 -6.685
C 4.436 -4.967 -5.775
C 1.017 -1.897 -4.706
H 4.109 -3.365 -7.197
H 3.122 -4.797 -7.454
H 4.924 -4.338 -5.029
H 5.215 -5.470 -6.349
H 3.852 -5.715 -5.236
H 0.566 -1.554 -5.634
H 1.008 -1.095 -3.966
H 0.498 -2.771 -4.316
O 5.757 -7.787 -7.318
S 6.273 -8.926 -8.029
O 5.927 -10.268 -7.653
O 7.879 -8.805 -8.114
C 8.617 -8.675 -6.893
C 8.681 -9.983 -6.125
C 5.939 -8.731 -9.753
H 8.197 -7.875 -6.278
H 9.628 -8.373 -7.170
H 7.693 -10.286 -5.778
H 9.328 -9.886 -5.252
H 9.060 -10.784 -6.762
H 6.229 -7.728 -10.061
H 4.869 -8.874 -9.898
H 6.493 -9.486 -10.307
O 4.817 2.930 3.231
S 4.682 3.918 4.268
O 4.328 5.279 3.974
O 6.014 3.909 5.176
C 7.277 4.118 4.532
C 7.475 5.567 4.124
C 3.566 3.312 5.498
H 7.384 3.448 3.676
H 8.046 3.843 5.256
H 6.761 5.861 3.353
H 8.480 5.722 3.726
H 7.323 6.231 4.977
H 3.842 2.291 5.758
H 2.563 3.333 5.071
H 3.612 3.963 6.368

The frontier orbital gap is 7.55 eV. The molar mass comes out at 1311.6 g/mol. Its HOMO energy is -12.072 eV. As for the net charge: +1.

6.
ORCA calculation (the ωB97M-V functional and the def2-TZVPD basis) on the ion C2H5BrNO2 with charge +1 in a non-equilibrium geometry.

CARTESIAN COORDINATES (ANGSTROEM)
C 1.022 0.216 -0.145
C -0.324 -0.588 -0.033
N -1.459 0.321 0.182
O 0.985 1.363 -0.488
O 1.960 -0.632 -0.110
Br 3.804 -0.105 0.012
H -0.247 -1.431 0.657
H -0.323 -0.991 -0.974
H -1.355 1.345 0.058
H -1.701 0.382 1.190
H -2.362 0.121 -0.349

The frontier orbital gap is 9.39 eV. The value obtained for the energy above the lowest of the compared OMol25 structures with the same formula, charge and spin is 2.9 kcal/mol. The molar mass comes out at 155.0 g/mol. Its HOMO energy is -14.745 eV. As for the net charge: +1.

7.
ORCA calculation (the ωB97M-V functional and the def2-TZVPD basis) on a cluster of 2 separate species, C8H12N3O in total in a non-equilibrium geometry.

CARTESIAN COORDINATES (ANGSTROEM)
C -3.238 -0.955 -0.248
C -2.282 -0.896 -1.259
C -2.979 -0.388 0.992
C -1.090 -0.237 -1.048
C -1.769 0.231 1.231
C -0.827 0.358 0.197
C 1.862 -0.318 0.374
C 0.679 2.114 -0.422
N 2.975 0.064 -0.145
N 0.292 1.101 0.494
N 1.549 -1.460 0.892
O 4.056 -0.816 -0.309
H -4.175 -1.461 -0.427
H -2.472 -1.370 -2.211
H -3.720 -0.439 1.774
H -0.337 -0.214 -1.823
H -1.549 0.690 2.183
H 1.629 2.546 -0.113
H 0.695 1.822 -1.479
H -0.070 2.909 -0.329
H 3.060 0.949 -0.634
H 2.205 -2.236 0.912
H 0.648 -1.579 1.332
H 4.859 -0.414 0.063

The frontier orbital gap is 8.11 eV. The value obtained for the energy above the lowest of the compared OMol25 structures with the same formula, charge and spin is 88.6 kcal/mol. The molar mass comes out at 166.2 g/mol. Its HOMO energy is -12.873 eV. As for the net charge: +1.